Record 1
ORCA calculation (ωB97M-V with the def2-TZVPD basis set) on a molecular structure, C39H64BrN7O8SSiTi.

- relative energy (zero: lowest compared OMol25 entry of this formula, charge and spin) (kJ/mol) = 121.7
- highest occupied orbital energy (eV) = -13.30
- calculated total energy (a.u.) = -6620.60602
- frontier orbital gap (Ha) = 0.2676
- charge = +2
- lowest unoccupied orbital energy (hartree) = -0.221

Each line ends with the Mulliken charge.
Atoms and positions in Å:
H: 0.4637 -3.8115 -8.4687  0.448
C: 0.7857 -1.2007 2.2921  0.781
H: 0.7036 0.8673 -6.3671  0.361
H: -2.5855 5.4545 -0.4715  0.236
H: -0.0025 -1.1043 -6.2798  0.435
C: -2.8274 1.5546 -0.1665  -0.512
Ti: -0.3329 -0.1527 -0.1573  -0.496
H: 5.9063 -2.8553 0.6750  0.357
Si: -1.4466 4.1446 2.7649  -1.540
H: 1.8772 5.8846 4.8144  0.541
H: 5.0485 -4.2330 -0.0250  0.378
H: -0.1551 3.1841 6.4773  0.277
H: 3.0336 -2.7672 2.5304  0.737
C: 1.9434 -4.1957 -6.1724  -1.584
O: -1.1533 5.4283 1.8723  0.333
H: -1.4283 7.8450 2.8979  0.246
H: -2.4177 -0.5467 2.2764  0.097
H: -5.1553 4.5525 4.9283  0.568
H: -6.0869 2.7174 3.3565  0.450
H: -1.7976 0.3467 -6.3385  0.368
C: -1.2278 -0.7223 4.0434  -0.836
H: 0.1454 6.3126 6.6652  0.495
H: -4.4436 2.0869 5.2380  0.590
H: 1.1128 2.9567 5.2503  0.312
N: 1.5986 -1.0176 0.0460  0.719
H: -2.7110 3.5443 -0.3932  -0.408
H: 1.8891 -0.9306 7.1808  0.329
H: -3.4566 -1.4138 0.4587  0.301
N: -0.5811 2.3670 0.3865  0.922
H: -0.2596 -1.5819 6.5176  0.401
N: -1.6198 1.3014 0.3187  0.322
H: -1.4623 -4.8294 -6.3065  0.386
C: 0.5986 1.3688 -5.4059  -1.790
H: 0.1148 1.7412 -2.6925  0.242
O: 0.5274 1.4555 -0.1279  -0.565
H: 2.1098 -4.7626 -5.2540  0.360
C: -1.4400 -0.7497 2.6882  -0.087
H: -0.8586 2.7846 -3.7149  0.861
O: -0.7539 3.3779 -0.2853  -0.703
C: 3.8104 -2.6005 0.5346  0.206
H: -2.7386 8.3874 1.8460  0.529
H: -4.4720 0.4834 -0.8006  0.216
O: -1.0393 4.2421 4.3241  0.951
N: -3.6028 0.4343 -0.2858  -0.064
H: 0.0779 -4.4957 -3.6862  0.402
C: -2.2720 7.5097 2.2939  -1.377
C: 1.8282 -1.5121 1.2739  0.197
H: -5.5177 3.7036 2.0060  0.340
H: -2.7370 2.5230 5.0638  0.123
H: 4.2834 -2.2088 -1.5355  0.522
H: -3.5437 6.8620 -0.0104  0.581
C: 0.0399 4.8303 5.1056  1.466
H: -3.4675 1.3219 3.9742  0.135
C: 2.4798 -1.2594 -0.9319  -0.693
C: -3.6422 2.2547 4.5174  -1.356
H: -4.2660 2.8358 -0.7953  0.266
N: -2.9420 -0.8066 -0.1741  -0.425
H: -2.0613 -0.5246 4.7046  0.570
C: -0.3531 -0.6341 -4.2349  -0.919
Br: -0.5275 -3.3411 -1.0832  -0.116
H: -1.1612 8.0020 -0.2323  0.419
H: -3.4498 4.9897 4.8310  0.202
H: -0.7477 -2.7287 -7.7882  0.431
C: -0.6024 5.8654 6.0100  -1.627
C: -0.0731 -1.5240 -5.2875  -0.144
C: -0.4357 -1.2115 -2.9866  -0.409
C: -0.7455 1.7584 -3.3622  -2.265
C: -0.7369 7.1767 0.3407  -1.601
C: -0.5856 0.8426 -4.5801  2.737
O: -0.6464 -0.4998 -1.8220  0.553
C: -0.2966 -2.5930 -2.8153  0.259
H: 0.6558 6.2605 3.5956  0.211
C: -0.3973 -5.0683 -6.2989  -1.702
H: -0.1842 -5.6707 -7.1823  0.467
C: 0.1029 -2.8901 -5.1482  -0.510
H: 2.2617 -0.8274 -1.9010  0.598
C: 5.0085 -3.4778 0.7670  -0.652
H: 2.0974 -1.2705 3.9852  0.716
H: -0.1941 -5.6968 -5.4311  0.337
O: -2.9401 3.5251 2.5972  1.347
H: 1.5393 1.2580 -4.8631  0.367
H: 2.2511 -4.8214 -7.0115  0.440
H: 2.5873 -3.3143 -6.1541  0.339
C: -2.9599 6.0280 0.3808  -1.340
C: -0.0261 -3.4353 -3.8629  0.382
H: -4.5653 5.4382 3.5216  0.268
H: -2.7308 0.5646 -4.8595  0.334
H: -1.6409 1.5167 -2.7823  -0.127
H: 1.3805 4.0516 6.6094  0.492
C: -5.2318 2.9217 2.7116  -1.685
H: 1.5328 4.7261 3.5285  0.269
H: -1.3743 5.4090 6.6309  0.294
H: 0.4530 2.4301 -5.6107  0.486
C: 0.2715 -3.1007 -7.6651  -1.984
H: 0.9631 -2.2674 -7.8024  0.356
H: -2.0563 1.9684 -5.6980  0.462
O: 1.7032 -0.9382 6.2360  -0.517
H: -0.3338 6.4389 -0.3531  0.237
C: -1.8002 6.5471 1.2181  1.895
N: -0.4560 -0.9897 1.8017  0.486
C: 0.4668 -3.8010 -6.3206  1.826
C: 1.0847 -1.1402 3.6360  -0.646
H: -0.0576 0.1685 6.3694  0.252
C: 0.6305 3.6840 5.9086  -1.607
C: -4.0326 3.3497 3.5374  1.530
H: -2.8771 -1.2630 -1.0821  0.251
H: 5.6543 -4.6219 2.2143  0.324
N: -3.3187 2.7356 -0.4735  0.024
C: 1.0819 5.4609 4.2001  -1.322
H: -1.0578 6.6618 5.4192  0.278
C: 3.5968 -2.0346 -0.7175  -1.144
C: 0.0613 -0.8936 4.5399  0.145
H: -3.0049 7.0359 2.9500  0.200
H: -4.9988 2.0094 2.1591  0.229
O: 4.8964 -4.0523 2.0471  -0.507
C: 2.8990 -2.3325 1.5517  -0.635
H: -3.6228 5.4005 0.9784  0.052
C: -1.8672 0.9302 -5.4205  -1.744
C: -4.3110 4.6638 4.2467  -1.595
H: 0.0803 7.5650 0.9487  0.324
C: 0.3212 -0.7989 6.0170  -0.569
S: -0.0643 2.5839 2.1474  -0.368



Record 2
ORCA calculation (ωB97M-V with the def2-TZVPD basis set) on a single C9H5F4N molecule.

- relative energy (zero: lowest compared OMol25 entry of this formula, charge and spin) (kJ/mol) = 0.0
- highest occupied orbital energy (eV) = -10.14
- calculated total energy (a.u.) = -800.02189
- frontier orbital gap (Ha) = 0.3767
- lowest unoccupied orbital energy (hartree) = 0.004

Each line ends with the Mulliken charge.
Atoms and positions in Å:
C: -1.0133 0.3413 -0.5474  0.468
H: -3.2137 -2.0064 3.1801  0.396
N: -1.0032 1.6887 -0.3688  -0.462
C: -2.4072 -0.2228 -0.4475  0.587
C: -2.6871 -1.2873 1.0979  -1.046
C: 1.2837 1.5506 -0.7950  -0.360
C: -3.0112 -1.0564 -1.5422  0.746
H: -0.2227 -1.5098 -0.6558  0.609
F: -3.0205 -0.3967 -2.6761  -0.277
H: 2.2436 1.9797 -1.0140  0.342
C: -3.0235 -1.7967 2.1016  0.293
F: -2.4640 -2.2393 -1.7590  -0.255
C: 0.1526 2.3250 -0.4886  -0.314
C: 1.3131 0.1739 -0.7989  -0.609
H: 0.3628 3.2912 -0.2686  0.471
C: 0.0774 -0.5301 -0.6860  -0.541
H: 2.2174 -0.3269 -0.8498  0.476
F: -3.3091 0.7804 -0.2126  -0.283
F: -4.2739 -1.2289 -1.2205  -0.239



Record 3
ORCA calculation (ωB97M-V with the def2-TZVPD basis set) on 8 unconnected molecules or ions with the total composition C34H83NO18.

- relative energy (zero: lowest compared OMol25 entry of this formula, charge and spin) (kJ/mol) = 0.0
- highest occupied orbital energy (eV) = -9.00
- calculated total energy (a.u.) = -2753.80709
- frontier orbital gap (Ha) = 0.3479
- lowest unoccupied orbital energy (hartree) = 0.017

Each line ends with the Mulliken charge.
Atoms and positions in Å:
H: -1.4523 2.3972 -2.8459  0.381
O: 5.6572 7.2211 6.9877  -0.372
H: 1.8092 -0.1999 1.8864  0.327
C: 2.5715 3.5159 11.2833  -0.446
C: 0.1013 -9.0341 -6.6969  -0.542
O: 4.0264 5.6268 8.8598  -0.333
H: -2.1510 -8.0311 -5.9777  0.388
O: -3.5436 1.8945 4.1079  -0.386
H: 3.7228 7.8362 7.4847  0.279
H: -5.1576 0.9725 -6.9364  0.272
C: -2.5348 2.5498 -2.9080  -0.696
H: 1.6494 -3.2234 -8.1162  0.220
H: 2.7655 3.6604 2.1470  0.309
H: 1.1857 -9.1735 -6.6394  0.371
H: 3.6873 -0.0073 4.9364  0.373
H: -0.0892 -10.5023 -8.2456  0.393
C: -4.0175 -0.1132 -9.8192  -0.515
C: -4.4206 0.9386 -7.7403  -0.707
C: -3.9169 4.1524 -1.8523  -0.657
C: 1.3919 1.5039 10.8845  -0.697
H: 1.7453 0.4677 10.8623  0.365
H: 1.6105 2.3621 2.5712  0.209
H: 2.9406 3.2799 12.2865  0.336
H: 4.2262 8.0681 5.8003  0.245
H: -2.0500 -8.3597 -9.9488  0.334
H: 0.0977 -8.8531 -8.8610  0.312
H: 3.0207 -2.3090 -6.5316  0.361
H: 4.6537 -3.8523 -1.8594  0.296
H: -5.9323 3.4888 -4.9483  0.234
H: -3.1400 0.5390 -9.7498  0.307
H: -1.7525 -7.3349 -8.5133  0.246
O: 2.9540 -2.6289 -4.4034  -0.372
H: -4.6612 3.2638 -6.1677  0.258
O: 2.4933 2.3270 10.5072  -0.322
C: 3.3428 0.1663 3.9116  -0.592
C: 2.9107 -2.7967 -0.9115  0.261
H: -0.2422 0.1309 5.2490  0.074
H: 3.7061 -4.5185 -3.8741  0.263
H: -3.6089 0.9000 7.3213  0.431
H: -3.5193 0.4472 -7.3642  0.292
O: -0.5882 -4.2666 -3.9421  -0.390
O: -0.3382 2.9539 9.9684  -0.407
C: -4.1251 1.3460 5.2889  -0.667
H: -2.6641 2.2281 6.6305  0.120
H: -0.5128 -5.1537 -4.3917  0.268
O: -4.9885 0.2334 -8.8348  -0.412
H: -4.6944 -1.9320 -7.4031  0.381
H: 1.1656 3.7386 8.7497  0.181
H: -2.6082 1.3490 2.3751  0.256
O: -2.7735 3.9345 -2.6675  -0.380
C: -1.2954 -7.4416 -5.6431  -0.802
H: 4.3352 -2.1273 -2.5232  0.252
H: 0.5488 -1.9311 -4.7597  0.269
H: -4.9231 2.0281 5.5972  0.399
H: 4.9663 1.5039 3.5041  0.388
H: 5.6144 7.7999 8.9902  0.341
H: -4.7776 3.5745 -2.1954  0.292
H: -1.5625 -6.3831 -5.6945  0.229
H: -1.0654 1.6625 4.9085  0.347
H: 3.5053 2.3257 4.0731  0.288
H: -3.2108 -2.3958 -6.5506  0.177
H: 2.1103 2.5951 0.8858  0.245
H: -2.5248 2.7417 -5.0712  0.349
H: -2.7109 0.0519 3.5803  0.311
H: 1.2801 -4.7288 -5.6198  0.119
C: 0.0834 3.7775 8.8909  -0.562
C: 0.1570 -2.7088 -5.4970  -0.454
H: -0.4210 3.4683 7.9696  0.229
O: 3.5442 1.7477 2.0699  -0.383
H: -4.4913 -2.2316 -9.7935  0.346
H: -2.9335 -1.8220 -10.5276  0.354
O: -2.9128 -1.8305 -8.4929  -0.280
O: -1.7959 -9.3981 -8.1799  -0.379
C: 5.9844 6.9874 8.3555  -0.594
H: 0.2898 -0.3022 2.7936  0.100
C: -3.0090 2.1371 -4.2964  -0.252
H: -0.3582 -9.6525 -5.9187  0.371
H: -3.6873 3.8919 -0.8144  0.295
H: -4.1835 1.9635 -8.0433  0.312
H: 5.8367 4.8269 8.2056  0.359
H: 0.5494 1.4071 8.8856  0.058
C: 3.4683 4.9497 7.7418  -0.927
C: 0.2323 1.6475 9.9063  -0.127
H: 4.8790 9.1340 7.0623  0.334
H: -0.3673 1.3576 6.5269  -0.092
H: 3.7266 -0.6471 3.2866  0.335
H: 5.7944 5.4673 9.8552  0.385
H: -4.5772 0.3694 5.0847  0.328
C: 1.3252 -3.6756 -6.0791  0.643
C: 2.8047 -3.1213 -5.7426  -0.893
C: 1.3584 -0.5243 2.8267  -0.659
C: -0.8829 0.9049 5.6740  -0.056
H: 3.9206 5.2738 6.8020  0.446
C: -0.3753 -9.4594 -8.0806  -0.549
C: -3.6161 -1.5790 -9.7064  -0.546
C: -4.8568 3.3785 -5.0976  -0.716
H: -0.1998 4.8071 9.1165  0.357
O: -4.4289 2.2152 -4.4034  -0.362
N: 1.0558 -3.8229 -7.5341  -0.487
C: 3.8743 1.5135 3.4372  -0.439
H: -2.7341 1.0914 -4.4651  0.299
C: 2.4466 2.6378 1.9231  -0.610
H: -4.1671 0.5495 2.6684  0.332
H: 3.5187 -3.9981 -5.9771  0.313
O: -0.9752 -3.4386 -4.9717  -0.178
H: 7.0763 6.9775 8.4244  0.379
H: -4.4818 0.0507 -10.7964  0.405
H: 2.4005 5.1719 7.7070  0.265
H: 1.4884 -1.6042 2.9454  0.328
C: -3.7346 -2.4425 -7.5074  -0.716
C: 3.0445 -3.6946 -3.4350  -0.134
C: -2.2406 -8.2427 -8.8776  -0.665
H: 1.6049 4.0191 11.3553  0.309
H: 2.0500 -4.1516 -3.1270  0.233
H: 3.2792 4.1918 10.7996  -0.046
C: -3.2435 0.8991 3.1401  -0.724
C: 5.4518 5.6404 8.8296  -0.498
C: 4.5603 8.1113 6.8383  -0.694
H: -3.9010 -3.4932 -7.7649  0.283
C: 3.8509 -3.0914 -2.1600  -0.603
H: 1.0479 -4.7984 -7.8443  0.223
H: -0.2156 -2.1125 -6.4085  0.178
H: -3.0055 1.9326 -2.1354  0.343
C: -3.1026 1.2478 6.4148  -0.201
O: 2.0478 -3.6042 -0.4885  -0.531
H: 1.0699 1.7267 11.9073  0.370
H: -4.1702 5.2132 -1.8987  0.242
H: -0.5553 0.9424 10.1883  0.405
O: -0.1531 -7.6504 -6.4629  -0.247
H: 3.0185 -1.7667 -0.4009  0.158
O: -2.0886 0.2929 6.1128  -0.447
H: -4.3609 4.2794 -4.7270  0.397
O: 1.9178 0.1526 3.9444  -0.238
H: -3.3162 -8.1446 -8.7220  0.246
H: -1.0563 -7.6935 -4.6047  0.306
H: 3.5980 3.8693 7.8617  0.375



What is the formula in the second record?
C9H5F4N



calculated total energy of number 1 (C39H64BrN7O8SSiTi)?
-6620.60602 a.u.